Entry 1:
Formula: C36H43Br2N6O12Sr
Source: the OMol25 dataset
Level of theory: ωB97M-V/def2-TZVPD

The geometry in XYZ format:
```
100
Properties=species:S:1:pos:R:3:lowdin_charge:R:1
N 1.33 -2.86 -3.82 0.2769
H 0.49 -2.86 -4.43 0.1193
H 2.19 -2.50 -4.25 0.1071
H 1.48 -3.79 -3.43 0.1244
H 1.14 -2.37 -2.89 0.0825
Sr 2.49 -3.70 0.03 1.6091
C 4.73 -1.12 3.42 -0.0943
C 3.46 -1.68 2.79 -0.5382
O 3.68 -2.60 1.83 -0.4965
H 4.48 -0.41 4.21 0.0555
H 5.36 -0.64 2.67 0.0734
H 5.31 -1.90 3.91 0.0735
H 2.82 -0.81 2.53 0.0642
H 2.93 -2.12 3.67 0.1003
C 1.44 0.27 -0.46 -0.0824
C 0.55 -0.92 -0.39 -0.4118
O 1.01 -2.06 -1.09 -0.5481
H 1.89 0.42 -1.45 0.0625
H 2.22 0.30 0.30 0.0755
H 0.81 1.16 -0.29 0.0234
H -0.43 -0.62 -0.82 0.0965
H 0.26 -1.27 0.62 0.0943
Br 3.22 4.80 1.76 0.6507
C 1.31 4.47 1.69 -0.6972
C 1.02 3.93 0.30 -0.6774
Br -0.88 3.44 0.21 0.6860
H 0.80 5.40 1.90 0.0612
H 0.99 3.78 2.47 0.0248
H 1.61 3.05 0.09 0.0227
H 1.14 4.74 -0.40 0.0456
C -2.49 -5.49 -0.47 -0.0525
C -2.11 -4.15 -0.55 -0.0669
C -2.06 -3.50 -1.78 0.0079
C -2.52 -4.19 -2.90 -0.1600
C -3.02 -5.48 -2.80 -0.0010
C -3.06 -6.12 -1.57 -0.0442
N -2.53 -3.61 -4.22 -0.3313
O -3.32 -4.03 -5.04 0.1214
O -1.70 -2.72 -4.46 0.0253
H -2.54 -5.92 0.53 0.1143
H -1.69 -3.67 0.33 0.0828
H -1.68 -2.49 -1.83 0.0961
H -3.45 -5.94 -3.68 0.1267
H -3.48 -7.11 -1.50 0.1163
C 4.06 4.13 -3.56 -0.0358
C 4.90 3.12 -4.05 -0.0421
C 4.34 1.89 -4.33 0.0015
C 3.02 1.65 -3.99 -0.1526
C 2.22 2.60 -3.38 -0.0052
C 2.75 3.85 -3.20 -0.0525
N 2.46 0.34 -4.31 -0.3296
O 1.24 0.26 -4.28 0.0767
O 3.15 -0.62 -4.64 0.0366
H 4.44 5.13 -3.38 0.1158
H 5.95 3.31 -4.22 0.1139
H 5.00 1.10 -4.67 0.1230
H 1.20 2.42 -3.12 0.1102
H 2.18 4.68 -2.79 0.1127
C -3.74 0.24 -4.26 -0.0537
C -2.72 0.47 -3.34 -0.0640
C -2.23 1.75 -3.14 -0.0155
C -2.90 2.79 -3.74 -0.1478
C -3.96 2.60 -4.61 -0.0003
C -4.38 1.32 -4.89 -0.0493
N -2.47 4.17 -3.50 -0.3365
O -3.24 5.06 -3.81 0.0883
O -1.33 4.37 -3.08 0.0232
H -4.10 -0.76 -4.47 0.1012
H -2.20 -0.37 -2.88 0.0811
H -1.41 1.93 -2.48 0.0758
H -4.45 3.47 -5.02 0.1240
H -5.25 1.10 -5.48 0.1128
C -1.33 -1.04 5.17 -0.0633
C -1.00 -1.54 3.91 -0.0702
C -1.98 -2.14 3.17 -0.0110
C -3.28 -2.15 3.62 -0.1415
C -3.62 -1.70 4.88 0.0041
C -2.63 -1.18 5.67 -0.0483
N -4.33 -2.72 2.77 -0.3713
O -5.31 -3.16 3.30 0.1116
O -4.12 -2.76 1.58 0.0693
H -0.55 -0.68 5.83 0.1135
H 0.00 -1.35 3.54 0.0950
H -1.73 -2.52 2.19 0.0892
H -4.63 -1.80 5.26 0.1264
H -2.81 -0.89 6.70 0.1164
C -0.29 1.57 3.53 -0.1117
C -0.81 2.15 4.68 -0.0669
C -0.02 2.24 5.80 -0.0072
C 1.35 2.01 5.69 -0.1445
C 1.89 1.45 4.56 0.0126
C 1.05 1.19 3.49 -0.0882
N 2.23 2.40 6.79 -0.3555
O 1.71 2.69 7.84 0.0930
O 3.43 2.40 6.58 0.0908
H -0.98 1.43 2.71 0.0924
H -1.87 2.35 4.76 0.1179
H -0.43 2.66 6.71 0.1252
H 2.96 1.27 4.57 0.1110
H 1.41 0.67 2.60 0.0804
```

Calculated values
Total charge: +1
Multiplicity: 1
Largest force on an atom (eV/Å): 3.76
Kohn-Sham gap (Eh): 0.2274
Lowest unoccupied orbital energy (eV): -4.58

=====

Entry 2:
Formula: C36H43N3O6PRe
Source: the OMol25 dataset
Level of theory: ωB97M-V/def2-TZVPD

The geometry in XYZ format:
```
90
Properties=species:S:1:pos:R:3:mulliken_spin:R:1
Re 0.53 0.18 4.07 2.3092
O -0.57 -1.37 7.68 0.0292
C -0.65 -0.85 6.60 -0.0062
O 0.36 -0.86 5.69 0.0269
C -1.88 -0.06 6.06 0.0297
C -2.30 -0.69 4.69 0.0066
C -3.72 -0.38 4.32 0.0045
C -3.69 1.12 3.94 0.0020
C -2.25 1.53 4.21 0.0329
O -1.54 0.18 3.73 0.0547
C -1.90 1.50 5.74 0.0017
C -0.52 2.25 5.97 0.0005
O -0.33 3.15 6.73 0.0165
O 0.38 1.87 5.06 0.0405
H -2.58 -0.37 6.82 0.0018
H -2.05 -1.78 4.60 -0.0082
H -4.35 -0.65 5.18 -0.0002
H -4.00 -1.02 3.49 0.0001
H -4.28 1.68 4.64 -0.0008
H -3.94 1.42 2.91 0.0003
H -1.78 2.38 3.62 -0.0014
H -2.60 2.04 6.41 0.0019
C 4.46 -1.16 3.58 0.0180
C 3.01 -0.91 3.36 -0.0412
N 2.38 0.30 3.68 -0.2915
N 2.83 1.49 3.17 0.0129
C 1.79 2.01 2.42 -0.0010
O 0.61 1.49 2.43 -0.0286
C 2.21 3.09 1.52 0.0126
C 3.42 3.73 1.74 -0.0064
C 3.85 4.71 0.85 0.0043
C 3.01 5.16 -0.18 -0.0070
C 1.81 4.45 -0.41 0.0043
C 1.45 3.39 0.43 -0.0036
C 2.14 -1.75 2.67 -0.0519
C 2.47 -2.85 1.81 -0.0055
C 1.53 -3.48 1.06 -0.0195
C 0.20 -2.94 1.15 -0.0462
C -0.15 -1.87 1.95 0.0010
N 0.83 -1.28 2.70 -0.0631
H 5.06 -0.22 3.52 -0.0029
H 4.64 -1.59 4.55 -0.0049
H 4.78 -1.82 2.82 0.0025
H 4.06 3.44 2.54 -0.0009
H 4.71 5.31 1.06 0.0001
H 3.33 5.94 -0.85 -0.0004
H 1.20 4.68 -1.27 0.0001
H 0.51 2.81 0.37 -0.0021
H 3.48 -3.26 1.82 -0.0024
H 1.83 -4.29 0.38 -0.0017
H -0.56 -3.38 0.53 -0.0028
H -1.13 -1.37 1.87 0.0104
C -0.82 0.61 -6.30 0.0364
C -0.67 1.06 -4.88 0.0823
C -1.75 2.11 -4.49 0.0103
C 0.72 1.67 -4.63 0.0411
P -0.80 -0.30 -3.59 0.5475
C 0.55 -1.41 -4.06 0.0626
C 0.54 -2.31 -5.12 0.0151
C 1.59 -3.23 -5.29 0.0104
C 2.68 -3.19 -4.47 0.0032
C 2.78 -2.27 -3.47 0.0028
C 1.69 -1.42 -3.20 0.0271
C -2.39 -1.47 -3.58 0.1056
C -3.33 -1.22 -4.80 0.0268
C -2.02 -2.98 -3.47 -0.0094
C -3.16 -1.13 -2.23 0.0331
H -0.53 1.53 -6.85 0.0132
H -1.84 0.34 -6.59 0.0016
H -0.10 -0.12 -6.58 -0.0041
H -1.37 3.09 -4.96 0.0020
H -1.76 2.33 -3.39 -0.0067
H -2.74 1.83 -4.81 0.0007
H 0.81 2.56 -5.30 0.0006
H 1.50 0.97 -4.92 -0.0012
H 0.86 1.96 -3.58 -0.0160
H -0.31 -2.33 -5.81 -0.0096
H 1.63 -3.95 -6.14 0.0012
H 3.47 -3.93 -4.62 0.0002
H 3.57 -2.27 -2.72 -0.0001
H 1.77 -0.78 -2.33 0.0002
H -2.81 -1.59 -5.73 -0.0034
H -3.72 -0.19 -4.93 0.0028
H -4.22 -1.86 -4.65 0.0080
H -1.45 -3.29 -4.38 -0.0020
H -2.94 -3.55 -3.31 0.0038
H -1.34 -3.15 -2.60 0.0014
H -3.42 -0.04 -2.09 -0.0011
H -2.61 -1.46 -1.30 -0.0111
H -4.14 -1.68 -2.26 0.0002
```

Calculated values
Total charge: +1
Multiplicity: 4
Largest force on an atom (eV/Å): 3.92
Kohn-Sham gap (spin up / spin down) (Eh): 0.2321 / 0.0758
Lowest unoccupied orbital energy (spin up / spin down) (eV): -2.64 / -6.78

=====

Entry 3:
Formula: CHN3O
Source: the OMol25 dataset
Level of theory: ωB97M-V/def2-TZVPD

The geometry in XYZ format:
```
6
Properties=species:S:1:pos:R:3:lowdin_charge:R:1
O -1.42 0.49 0.87 0.0703
C -0.73 0.46 -0.10 -0.3379
N 0.34 -0.45 -0.37 -0.1169
N 1.06 -1.20 0.70 0.1618
N 1.65 -0.42 -0.02 0.0652
H -0.91 1.13 -1.08 0.1575
```

Calculated values
Total charge: 0
Multiplicity: 1
Largest force on an atom (eV/Å): 4.36
SMILES: O=CN1N=N1
Kohn-Sham gap (Eh): 0.3727
Lowest unoccupied orbital energy (eV): -0.28